Record 1
24
Properties=species:S:1:pos:R:3:forces:R:3:lowdin_charge:R:1 method="wB97M-V/def2-TZVPD" e_tot_ha=-497.03625 smiles="CNC(C)=O.CNC(C)=O" e_homo_ha=-0.331 spin_multiplicity=1
O -1.9235 -2.9078 -0.3347 0.4 0.2 -0.4 0.024
O 0.8011 0.7554 -0.3643 0.0 -0.2 -0.3 0.035
N -1.5352 -0.8367 -1.1455 0.0 -0.9 0.2 -0.001
N 1.6675 1.3521 1.6302 0.2 0.0 -0.6 0.002
C 1.0151 1.6193 0.4631 -0.2 0.3 0.9 -0.541
C 0.5201 3.0421 0.3246 0.1 0.2 -1.3 -0.003
C 0.0164 -2.6252 -1.7094 0.0 -0.8 -0.7 -0.007
C -2.6866 -0.3374 -0.4165 -0.3 -0.6 -0.7 -0.083
C 2.1978 0.0211 1.8663 0.0 0.1 0.2 -0.071
C -1.1998 -2.1546 -0.9829 -0.7 0.5 0.9 -0.556
H -2.6451 0.7428 -0.4491 -0.1 0.2 0.5 0.076
H 1.2965 3.7683 0.5515 -0.1 0.1 0.6 0.077
H 0.9288 -2.0387 -1.6422 -0.3 0.5 0.0 0.074
H 1.3542 -0.6479 2.0250 0.2 -0.3 -0.1 0.089
H 2.8390 0.0141 2.7415 -0.2 0.2 0.3 0.080
H -0.3389 -2.6947 -2.7458 0.5 0.1 -0.1 0.091
H -3.6190 -0.6714 -0.8870 0.1 0.2 -0.3 0.082
H 0.2682 -3.6431 -1.4196 -0.2 0.0 0.2 0.080
H 0.2978 3.2286 -0.7291 0.0 -0.3 0.0 0.082
H -0.4236 3.2284 0.8316 0.2 0.0 0.5 0.084
H 1.9186 2.1200 2.2248 0.0 0.0 0.1 0.128
H -2.7717 -0.8161 0.5572 0.4 0.5 0.4 0.078
H -0.8181 -0.1973 -1.4457 0.0 0.1 0.2 0.094
H 2.8401 -0.3214 1.0560 -0.3 0.0 -0.3 0.086

---

Record 2
16
Properties=species:S:1:pos:R:3:forces:R:3:lowdin_charge:R:1 method="wB97M-V/def2-TZVPD" e_tot_ha=-325.10642 e_homo_ha=-0.518 spin_multiplicity=1 total_charge=+1
O -2.4261 0.1480 1.2754 0.5 -1.0 2.7 -0.036
O -1.8454 0.7578 0.1617 1.6 0.9 0.8 -0.072
N 1.1514 0.1473 -0.3035 -2.0 1.8 2.2 -0.158
C 0.9382 1.3567 0.2033 0.5 -2.1 -2.6 0.217
C 0.3276 -0.3815 -1.3897 1.8 -1.2 -2.1 -0.026
C 1.4534 -0.9031 0.6988 -1.5 -0.4 0.8 0.004
H 1.9233 -1.8130 0.3904 1.4 0.2 -0.8 0.100
H -3.3513 0.0012 1.0697 -0.5 0.1 0.0 0.103
H -0.4775 0.2492 -1.6497 -0.1 1.3 -0.7 0.068
H 0.9905 -0.7373 -2.2807 -1.3 0.9 1.6 0.158
H 0.4478 -1.3782 0.8539 0.6 1.0 0.7 0.120
H 0.3565 2.1120 -0.3770 0.7 -0.7 0.6 0.144
H 1.8620 -0.4401 1.6084 -0.1 -0.5 -0.4 0.112
H -0.2256 -1.2236 -1.0160 0.2 -0.7 0.3 0.091
H -2.5464 0.5595 -0.3856 -1.7 0.0 -3.3 0.058
H 1.4214 1.5450 1.1407 -0.1 0.4 0.4 0.116

---

Record 3
46
Properties=species:S:1:pos:R:3:forces:R:3:lowdin_charge:R:1 method="wB97M-V/def2-TZVPD" e_tot_ha=-1668.97126 smiles="O=C(O)Cn1c2c(c3c(F)cc(F)cc31)CCN(CCc1ccccc1)C2=S" e_homo_ha=-0.297 spin_multiplicity=1
S 2.5618 -0.3112 -1.6272 0.1 -0.1 -0.1 0.756
F -0.3455 5.9451 2.9219 0.1 -0.6 -0.5 0.061
F -3.1534 2.3787 1.4853 1.5 0.5 -0.2 0.054
O 4.5305 2.7607 -1.7491 -0.1 0.0 0.7 0.108
O 2.4626 3.3119 -2.4088 0.6 -0.1 0.3 0.102
N 1.2775 2.3244 -0.0700 -0.1 0.4 -0.1 0.027
N 0.0059 -1.0320 -1.4924 -0.3 0.7 0.3 -0.098
C 0.9663 -0.0506 -1.2381 0.2 -1.1 -0.3 -0.616
C 0.5766 1.1808 -0.5327 -2.8 0.1 1.3 -0.130
C -0.7147 1.2452 -0.0026 0.5 0.1 -0.6 -0.066
C -1.4447 -0.6903 -1.4159 0.7 0.1 1.3 -0.123
C 0.3335 -2.3206 -2.1491 1.7 0.9 -0.3 -0.175
C -1.9186 2.9944 1.4452 -0.4 1.7 1.6 -0.166
C -1.7190 0.1197 -0.1433 -0.1 0.2 0.1 -0.099
C -1.2166 -4.4671 -0.3439 0.6 0.5 0.9 -0.047
C 0.4053 3.1105 0.7154 0.2 -0.4 -0.4 -0.123
C -0.9027 -3.1601 2.1221 -1.0 -1.1 -0.5 -0.079
C 3.2156 2.9204 -1.5455 -1.5 0.3 -1.4 -0.550
C 0.9175 -3.3811 -1.1905 -0.5 1.5 0.8 -0.135
C -0.8507 2.4880 0.7360 -0.3 -2.3 -0.9 -0.064
C 0.0508 -2.9972 1.1212 -0.2 0.4 -0.1 -0.056
C 2.7098 2.5544 -0.1772 0.3 -0.8 0.6 -0.080
C -0.1012 -3.6349 -0.1118 -0.2 -0.4 0.3 -0.238
C -0.4938 4.8121 2.1957 0.4 -1.4 -1.0 -0.250
C -2.1638 -4.6752 0.6527 0.3 0.7 1.0 -0.082
C 0.5871 4.2769 1.4580 -0.6 0.8 0.6 0.066
C -1.7383 4.1737 2.2043 -0.9 -0.5 -0.3 0.061
C -2.0215 -4.0120 1.8886 1.4 0.6 -0.6 -0.078
H -3.0010 -5.3456 0.5171 0.0 0.0 -0.2 0.098
H -0.7968 -2.7001 3.0983 0.0 0.1 -0.1 0.099
H -1.6406 -0.5225 0.7773 -0.3 0.4 -0.8 0.131
H 4.6979 3.0259 -2.6634 0.0 0.0 -0.1 0.132
H -2.1233 -1.5597 -1.4271 0.8 0.0 0.0 0.129
H -0.5496 -2.7251 -2.6069 -0.6 0.1 -0.1 0.110
H 3.2063 1.6071 0.0735 0.1 0.5 0.3 0.097
H -2.7454 0.5262 -0.2472 0.5 -0.2 0.4 0.124
H 1.8712 -3.0441 -0.7558 -0.4 0.0 -0.2 0.097
H -2.7153 -4.1508 2.6940 -0.4 -0.1 0.1 0.087
H 1.5072 4.8020 1.4991 0.8 0.4 0.0 0.103
H 2.9900 3.3537 0.5124 0.0 -0.2 0.1 0.135
H -2.5736 4.6077 2.7739 0.5 -0.3 -0.3 0.133
H 1.0430 -2.0875 -2.9698 -0.2 -0.3 0.4 0.098
H -1.3060 -4.9888 -1.2730 0.0 -0.2 -0.5 0.104
H 0.8957 -2.3022 1.2375 -0.3 -0.5 0.1 0.121
H 1.1019 -4.2717 -1.7201 0.3 -1.1 -0.9 0.100
H -1.6778 -0.0890 -2.2679 -0.3 0.5 -0.7 0.118

---

Record 4
36
Properties=species:S:1:pos:R:3:forces:R:3:lowdin_charge:R:1 method="wB97M-V/def2-TZVPD" e_tot_ha=-796.51654 smiles=CC#N.CC#N.CC#N.CC#N.CC#N.CC#N e_homo_ha=-0.411 spin_multiplicity=1
N -4.8377 -13.9425 -4.6868 1.2 0.2 -0.7 0.125
N -0.9422 -14.5713 0.3907 -0.5 1.6 4.4 0.127
N 0.5862 -22.3549 1.1351 0.8 0.5 -1.6 0.110
N 1.8854 -18.3397 -2.7315 -0.2 0.3 0.1 0.125
N -0.7906 -19.6402 -6.4985 -0.1 -1.1 3.7 0.106
N -2.4377 -17.2212 -2.3726 1.1 -0.4 -0.5 0.148
C -2.4649 -13.9065 -5.7336 0.1 0.6 -0.7 -0.067
C -0.8335 -19.9872 -5.3697 -0.2 0.8 -3.7 -0.272
C 1.3770 -17.3076 -2.7064 -0.4 1.1 0.0 -0.242
C -4.7167 -16.3220 -1.5088 0.0 0.8 0.2 -0.063
C -1.0497 -14.1698 1.5059 0.5 -1.5 -4.9 -0.259
C 1.0183 -22.0119 0.1118 -0.7 -0.5 0.9 -0.270
C -3.7989 -13.8868 -5.1979 -1.8 -0.9 1.5 -0.291
C -1.0986 -13.6756 2.8633 0.4 -0.1 0.5 -0.078
C -3.4452 -16.8309 -2.0146 -1.4 0.1 0.5 -0.263
C 0.7328 -15.9454 -2.6995 0.0 -1.1 -0.4 -0.069
C -0.9468 -20.3714 -3.9590 0.6 0.6 -0.4 -0.079
C 1.4455 -21.5028 -1.2076 0.1 -0.1 0.5 -0.087
H 0.3452 -15.6899 -1.7133 0.3 0.0 0.0 0.040
H -0.1702 -21.0935 -3.7068 -0.3 -0.2 -0.1 0.061
H -1.7502 -14.4590 -5.1238 -0.2 0.1 0.0 0.077
H -0.6855 -19.4558 -3.4285 -0.3 -0.1 0.4 0.043
H -1.7626 -14.3072 3.4535 -0.2 0.3 0.0 0.087
H -5.5948 -16.9477 -1.6683 0.4 -0.2 -0.1 0.086
H -1.9545 -20.7143 -3.7247 0.2 0.0 0.0 0.087
H 1.2289 -22.1998 -2.0171 -0.3 0.0 0.2 0.072
H 2.5242 -21.3511 -1.2463 -0.1 0.2 0.2 0.080
H 1.4084 -15.1976 -3.1149 0.1 -0.1 0.3 0.076
H -0.1007 -13.7862 3.2877 0.1 0.0 0.0 0.086
H -4.9112 -15.3542 -1.9710 0.0 0.0 -0.3 0.067
H 0.9378 -20.5487 -1.3493 0.2 0.0 -0.3 0.051
H -4.6134 -16.0943 -0.4478 0.0 -0.3 0.1 0.081
H -2.2044 -12.8501 -5.7997 0.6 -0.1 -0.1 0.086
H -0.1414 -15.9756 -3.3498 0.0 -0.2 0.0 0.042
H -1.3368 -12.6130 2.9109 -0.3 -0.2 -0.1 0.087
H -2.5148 -14.3165 -6.7424 0.2 0.0 0.0 0.090

---

Record 5
39
Properties=species:S:1:pos:R:3:forces:R:3:lowdin_charge:R:1 method="wB97M-V/def2-TZVPD" e_tot_ha=-1298.79566 smiles="CN(C1CCCCC1)S(=O)(=O)c1ccc(C(=O)O)cc1" e_homo_ha=-0.358 spin_multiplicity=1
S -0.4706 -2.3289 0.5742 0.0 -0.1 0.1 0.679
O 5.4679 0.7903 0.9455 0.0 0.1 0.6 0.112
O 5.4160 0.4732 -1.2605 -0.1 -0.1 0.0 0.114
O -0.3886 -3.6463 0.0138 0.1 0.1 -0.3 -0.286
O -0.8547 -2.2233 1.9487 0.1 0.3 0.0 -0.278
N -1.5235 -1.4408 -0.3807 0.6 -0.6 0.6 -0.232
C -2.7111 0.6339 -0.9533 0.3 0.0 -0.2 -0.153
C 1.7047 -1.4856 -0.8849 0.0 0.0 -0.1 -0.038
C -2.6384 2.5977 0.6102 0.3 0.1 -0.1 -0.208
C -2.6897 2.1564 -0.8464 -0.2 -0.1 0.2 -0.196
C 2.9296 -0.8673 -1.0539 0.1 0.1 0.1 0.015
C 1.1474 -1.5514 0.3792 -0.5 -0.2 0.1 -0.252
C -1.4353 0.4677 1.1781 0.3 0.3 -0.1 -0.160
C -1.7069 -1.9626 -1.7181 -0.1 -0.4 -0.4 -0.102
C -1.4141 1.9906 1.2826 -0.2 -0.1 0.1 -0.189
C 1.8044 -1.0360 1.4812 -0.1 -0.1 0.1 -0.041
C 3.0334 -0.4214 1.3193 0.1 0.0 -0.2 0.013
C 3.5926 -0.3265 0.0469 -0.3 -0.1 0.1 -0.123
C 4.9000 0.3383 -0.1802 0.4 0.1 -0.5 -0.488
C -1.4782 0.0153 -0.2802 -0.2 0.5 0.3 -0.343
H -2.3093 0.0649 1.6906 0.0 -0.1 0.1 0.132
H -3.5779 2.5641 -1.3329 0.1 0.0 -0.1 0.111
H 1.3450 -1.1348 2.4526 0.0 0.0 0.1 0.118
H -0.5558 0.0635 1.6724 -0.1 0.1 0.1 0.077
H -1.1198 -1.4076 -2.4585 0.0 0.0 0.0 0.094
H 3.5619 -0.0144 2.1667 0.0 0.0 0.1 0.121
H -3.5404 2.2621 1.1252 -0.1 0.0 0.1 0.115
H 3.3927 -0.7920 -2.0261 0.0 0.0 -0.1 0.125
H -1.3930 -3.0029 -1.7062 -0.1 0.1 -0.3 0.075
H -3.6039 0.2394 -0.4659 -0.1 -0.1 0.0 0.132
H 1.1847 -1.9304 -1.7181 0.0 0.0 -0.2 0.114
H -0.5090 2.3732 0.8036 0.1 0.1 0.0 0.117
H -1.8134 2.5431 -1.3725 0.0 0.1 -0.1 0.116
H -2.7614 -1.9238 -1.9916 0.1 0.0 0.0 0.092
H -0.5735 0.3876 -0.7994 -0.1 0.0 0.0 0.154
H -2.6006 3.6871 0.6709 -0.1 0.0 0.0 0.109
H -2.7466 0.3585 -2.0071 -0.1 -0.1 0.0 0.105
H 6.3176 1.2112 0.7402 -0.2 -0.1 -0.2 0.136
H -1.3819 2.2778 2.3347 0.1 0.0 0.0 0.112

---

Record 6
82
Properties=species:S:1:pos:R:3:forces:R:3:mulliken_spin:R:1 method="wB97M-V/def2-TZVPD" e_tot_ha=-5069.13859 e_homo_ha="-0.486 / -0.520" spin_multiplicity=6 total_charge=+2
Pd 0.2874 0.0206 -0.9935 0.3 -0.6 0.8 1.020
Ge -0.9146 1.7082 -2.4859 0.3 0.0 -0.7 0.082
S -1.2235 -1.9050 -0.9890 0.0 0.1 0.1 1.007
Si -2.8646 -4.1715 1.2889 0.0 0.0 -0.1 -0.006
F 6.4602 -2.4473 2.3082 0.1 -0.1 0.0 0.015
F 3.6553 2.0191 3.4485 0.0 0.1 0.0 0.003
F 2.9627 0.5940 1.3950 0.0 0.0 0.0 0.024
F 7.1929 -0.9991 4.3535 0.0 0.0 0.0 0.007
N 5.4835 -3.8718 -0.2777 0.1 -0.1 -0.1 0.257
N 7.9410 0.8745 6.5719 0.1 0.0 0.0 0.273
N -0.2154 -0.7900 1.0674 -0.1 -0.1 0.0 0.177
N 2.1258 -1.3075 -0.6590 0.2 0.0 0.1 0.277
N 4.4197 3.3283 5.9999 0.0 0.0 0.1 0.258
C 0.0774 3.3419 -4.6353 0.0 -0.2 0.0 0.003
C 6.1581 -0.5783 3.6574 -0.1 0.0 -0.1 0.072
C 4.0079 0.1735 2.1233 0.1 -0.2 0.0 0.062
C -2.7778 1.6847 1.2745 0.0 0.0 0.0 -0.029
C -1.6564 -2.6918 1.6202 -0.2 -0.2 0.3 0.092
C 7.0090 1.0969 5.9278 0.1 -0.1 0.1 -0.030
C -1.3602 -2.4257 2.9740 0.0 0.0 -0.1 -0.044
C -3.3465 -1.0615 -4.5541 -0.1 0.0 0.0 0.007
C -3.2054 -4.4155 -0.5315 0.0 -0.1 0.2 0.017
C 4.9695 -2.9367 0.1606 0.0 0.0 0.1 -0.031
C 0.0291 -0.5757 2.3367 -0.1 0.0 0.0 0.016
C 4.3732 0.9312 3.2041 0.2 -0.1 0.1 0.052
C 4.2681 -1.8161 0.6437 0.2 -0.1 -0.1 0.345
C 5.0717 2.4520 5.6272 -0.1 0.2 0.0 -0.030
C 0.5967 5.6818 -4.5133 0.0 0.0 0.0 0.002
C -0.5369 -1.3867 3.3376 0.0 0.0 0.0 0.126
C -0.2957 2.5090 0.3090 0.1 0.1 -0.1 0.161
C -1.1656 1.7902 -0.5332 -0.2 0.1 0.1 -0.102
C 5.7743 -1.3552 2.5649 -0.1 0.2 0.0 0.102
C -1.9899 -5.6486 2.0254 -0.1 0.0 0.0 0.009
C -3.5427 1.5172 -3.5511 0.0 0.0 0.0 -0.009
C 5.8553 1.3763 5.1804 0.1 -0.1 0.0 0.360
C 0.2678 5.6887 -3.1663 0.0 0.0 -0.1 0.000
C -2.4034 1.3615 -0.0172 0.0 0.0 -0.1 0.102
C -2.3520 0.8035 -3.3914 -0.2 0.2 0.1 0.011
C -0.1486 4.5177 -2.5515 0.0 0.0 0.2 -0.002
C -4.6271 0.9427 -4.1947 0.0 -0.1 0.0 0.002
C -0.2348 3.3292 -3.2735 -0.2 0.1 0.0 0.017
C 0.4965 4.5083 -5.2487 0.0 0.1 0.0 0.001
C -1.9120 2.4123 2.0807 0.1 0.1 0.0 0.083
C 3.0883 -1.5305 -0.0633 -0.5 0.1 -0.4 -0.035
C -4.5302 -0.3490 -4.6929 0.0 0.0 0.0 -0.001
C -1.0413 -1.8247 0.7146 0.1 0.2 -0.2 0.044
C 4.6829 -1.0077 1.7605 0.0 0.2 0.3 0.067
C -2.2654 -0.4877 -3.9053 0.2 -0.1 0.0 0.011
C 0.8600 0.4256 -3.0802 -0.1 0.4 -0.5 0.106
C 5.4702 0.5811 4.0199 -0.1 0.0 -0.2 0.025
C -0.6659 2.8160 1.6044 -0.1 0.0 0.1 -0.026
C -4.4278 -3.7006 2.1995 0.1 -0.1 0.0 0.009
H -4.8866 -2.7977 1.7971 0.0 0.1 -0.1 0.000
H -2.2108 2.6766 3.0868 0.0 0.0 0.0 0.001
H -0.0169 2.4449 -5.2377 0.0 0.0 0.0 -0.002
H -4.2735 -3.5479 3.2685 0.1 0.0 0.0 -0.001
H -1.1090 -5.9337 1.4506 0.0 0.0 -0.1 0.000
H 0.6653 2.8523 -0.0647 0.0 0.0 0.0 -0.001
H 1.1913 -0.6081 -3.1956 -0.1 0.0 0.1 0.007
H -0.4225 4.5515 -1.5029 0.0 0.0 0.0 0.003
H 1.7132 1.1025 -3.0801 0.0 -0.1 0.1 0.004
H -0.0014 3.3865 2.2399 0.0 0.0 0.0 0.002
H 0.3155 0.6269 -4.0107 0.1 -0.1 -0.1 0.008
H -3.0815 0.8001 -0.6519 0.0 0.0 0.0 0.009
H -2.6680 -6.5044 2.0232 0.0 0.0 0.0 0.001
H -1.6795 -5.4991 3.0597 0.0 0.1 0.0 0.000
H -5.3735 -0.7951 -5.2018 0.0 0.0 0.0 0.000
H 0.6779 0.2537 2.5841 0.0 0.0 0.0 0.016
H -1.3385 -1.0490 -3.8387 0.0 0.0 0.0 -0.009
H 0.9220 6.5939 -4.9948 0.0 0.0 0.0 0.000
H -0.3197 -1.1808 4.3763 0.0 0.0 0.0 0.003
H 0.7375 4.5093 -6.3027 0.0 0.0 0.0 0.000
H -5.1590 -4.5051 2.1024 0.0 0.0 0.0 0.001
H -3.6333 2.5358 -3.1878 0.0 0.0 0.0 -0.002
H -3.8966 -5.2603 -0.6014 0.0 0.0 0.0 0.003
H -2.3207 -4.6812 -1.1093 0.0 0.0 0.0 -0.002
H -3.2642 -2.0582 -4.9657 0.0 0.0 0.0 0.000
H -3.7447 1.3843 1.6560 0.0 0.0 0.0 0.002
H -3.6953 -3.5640 -1.0023 0.0 0.1 0.0 -0.002
H -1.7930 -3.0463 3.7486 0.0 0.0 0.0 0.001
H 0.3273 6.6063 -2.5979 0.0 0.0 0.0 0.000
H -5.5427 1.5042 -4.3181 0.0 0.0 0.0 0.000